one.
The ion C2H7N2O2 with charge +1, computed with ωB97M-V/def2-TZVPD.

Structure (XYZ):
```
13
C2H7N2O2, DFT ωB97M-V/def2-TZVPD
O -0.9524 -0.4499 0.3152
O 1.5419 1.5447 -1.0645
N 0.8536 0.7599 -0.1957
N -0.2699 0.3356 -0.5506
C -2.1351 -1.0535 -0.1987
C 1.6820 0.4167 0.9134
H 0.9564 1.3849 -1.8826
H 1.6705 -0.6808 0.7936
H -2.3066 -1.9106 0.4522
H 1.1681 0.4627 1.8905
H 2.6699 0.7993 0.9098
H -2.9142 -0.1977 -0.1738
H -1.9641 -1.4113 -1.2087
```

Computed properties:
SMILES string = CO/N=[N+](\C)O
HOMO = -15.85 eV
E_LUMO = -0.202 Eh
Orbital gap = 10.4 eV
Charge = +1

two.
The ion C2H7N2O2 with charge +1, computed with ωB97M-V/def2-TZVPD.

Structure (XYZ):
```
13
C2H7N2O2, DFT ωB97M-V/def2-TZVPD
O -1.0409 -0.0377 -1.1315
O 1.4616 0.1562 1.1431
N 0.6108 0.4128 0.3352
N -0.0819 -0.5772 -0.2107
C 0.2217 2.0801 0.2014
C 0.0008 -1.9868 -0.1374
H 0.5568 -2.2889 0.7940
H -1.0906 -2.4127 -0.1406
H -1.8526 0.0903 -0.5906
H -0.0254 2.2587 1.2417
H 0.5680 -2.3308 -0.9901
H 1.2371 2.4107 -0.0036
H -0.5652 2.2253 -0.5108
```

Computed properties:
SMILES string = CN(O)[N+](C)=O
HOMO = -15.92 eV
E_LUMO = -0.203 Eh
Orbital gap = 10.4 eV
Charge = +1

three.
The ion C2H7N2O2 with charge +1, computed with ωB97M-V/def2-TZVPD.

Structure (XYZ):
```
13
C2H7N2O2, DFT ωB97M-V/def2-TZVPD
O -0.3528 -2.6327 0.5752
O 0.6018 0.3861 1.6175
N 0.0679 -0.3526 0.5715
N 0.4094 -1.7905 0.9810
C 0.8085 -0.1459 -0.6839
C -1.2882 0.0446 0.3737
H 1.6051 -0.7451 -0.9103
H -1.2636 0.8758 -0.4243
H 1.3853 -0.0048 2.0753
H 1.1597 0.8445 -0.8600
H -1.7999 -0.9012 -0.1115
H 0.1861 -0.3153 -1.6126
H -1.7677 0.2978 1.3118
```

Computed properties:
SMILES string = C[N+](C)(O)N=O
HOMO = -16.60 eV
E_LUMO = -0.244 Eh
Orbital gap = 10.0 eV
Charge = +1

four.
A structure of composition C2H7N2O2, computed with ωB97M-V/def2-TZVPD.

Structure (XYZ):
```
13
C2H7N2O2, DFT ωB97M-V/def2-TZVPD
O -1.3343 1.3654 -0.0360
O 3.0015 -0.1515 -0.9563
N 1.1815 0.4202 -0.0412
N 2.2378 -0.1544 0.0064
C -1.7433 0.3211 0.2100
C 2.7267 -0.4035 1.4125
H 2.2984 -1.3302 1.8230
H -3.7382 0.4203 -1.1022
H 3.8434 -0.4240 1.3744
H -2.8850 0.2815 -0.5561
H -1.8464 -0.5246 0.8807
H 2.2465 0.4948 1.9481
H 0.8636 0.6011 -0.9881
```

Computed properties:
HOMO = -13.48 eV
E_LUMO = -0.299 Eh
Orbital gap = 5.4 eV
Charge = +1

one ends up most stable, edging out the next structure by 7.7 kcal/mol.

one.
A cluster of 7 separate species, C6H26O10 in total, computed with ωB97M-V/def2-TZVPD.

Structure (XYZ):
```
42
C6H26O10, DFT ωB97M-V/def2-TZVPD
O 0.8671 0.2462 0.3841
O -3.7389 0.4505 3.6210
O 0.2293 -2.6098 3.7342
O 0.9102 -0.7139 -5.5254
O 0.0171 -4.1961 1.4765
O 2.5811 -1.6692 -0.3099
O -1.0620 0.9856 -1.6666
O -2.5609 0.6245 1.0326
O 1.2803 3.0563 1.5187
O 2.9679 1.2315 -3.9629
C 0.3509 -2.8549 1.3762
C -3.5769 1.6910 2.8876
C -0.2647 -2.0622 2.5085
C 0.8438 0.5686 -4.8556
C 1.7686 0.6046 -3.5963
C -2.3639 1.6380 1.9161
H -1.6396 0.3480 -2.0862
H 0.1392 -2.3593 0.4287
H -1.8511 0.7068 0.3915
H -4.5104 1.6475 2.3264
H 0.3562 -4.4573 2.3358
H 2.0290 -0.3946 -3.2471
H -3.5598 2.6254 3.4485
H -1.4350 1.4553 2.4564
H 1.7580 -1.1055 -5.3029
H -2.3107 2.5673 1.3489
H -0.1746 0.7764 -4.5273
H 1.1327 1.3297 -5.5806
H 1.4365 -2.7625 1.4082
H 3.3166 0.7565 -4.7208
H 2.9973 -2.0373 0.4696
H 0.0990 -1.0362 2.5646
H -1.0086 1.7087 -2.2914
H 1.8893 3.4057 0.8681
H 0.4064 0.3472 -0.4489
H 1.8418 2.6533 2.1810
H -3.3543 -0.2263 3.0592
H 1.3296 1.1528 -2.7628
H -1.3503 -2.0702 2.4116
H 2.2017 -0.8426 -0.0116
H 1.1025 -2.3115 3.9987
H 0.9098 1.1322 0.7437
```

Computed properties:
SMILES string = OCCO.OCCO.OCCO.O.O.O.O
HOMO = -9.64 eV
E_LUMO = -0.006 Eh
Orbital gap = 9.5 eV

two.
A cluster of 7 separate species, C6H26O10 in total, computed with ωB97M-V/def2-TZVPD.

Structure (XYZ):
```
42
C6H26O10, DFT ωB97M-V/def2-TZVPD
O 3.7589 0.0937 -2.2226
O 1.3522 -1.2635 -1.7360
O -2.4668 0.0939 0.1877
O -2.5814 -2.1475 2.0587
O 0.7372 0.5035 0.3508
O 2.9802 0.0704 2.3958
O -0.7018 -2.3163 0.0776
O -1.0705 2.0154 2.0441
O 0.1890 -0.4139 2.9886
O -3.9142 2.4224 0.6838
C -3.8894 1.9032 -0.6189
C 1.7237 -0.7679 -3.0350
C 2.0262 1.1534 0.4018
C -3.6003 0.3970 -0.5834
C 3.2051 -0.8541 -3.1581
C 3.0716 0.2542 0.9789
H -2.6334 -2.7912 2.7616
H -0.2306 0.3986 3.2678
H -0.3761 -1.1555 3.1072
H -4.9446 1.9479 -1.0349
H -0.9472 -1.3972 -0.1661
H 4.0841 0.6184 0.8371
H 1.3302 -1.3986 -3.7839
H 4.3754 -0.4204 -1.7647
H 3.4173 -0.4489 -4.1638
H -2.0820 -2.5491 1.3469
H -2.7771 -0.2073 1.0708
H 1.4148 0.2467 -3.1603
H -0.6830 2.8811 2.0888
H 0.8608 -0.5862 -1.1707
H -3.0577 2.2539 1.1188
H -0.3478 -2.7522 -0.7129
H 3.6024 -1.8855 -3.0791
H -0.9546 1.5213 1.2352
H 2.0320 2.1488 0.8739
H -3.2117 2.4582 -1.2520
H 2.2850 1.3494 -0.6694
H -4.3910 -0.3024 -0.2585
H 0.6748 0.0290 1.2410
H -3.4656 0.0068 -1.6839
H 2.1499 -0.4060 2.6458
H 3.0559 -0.7034 0.4917
```

Computed properties:
SMILES string = OCCO.OCCO.OCCO.O.O.O.O
HOMO = -9.86 eV
E_LUMO = 0.015 Eh
Orbital gap = 10.3 eV

two ends up most stable, edging out the next structure by 31.5 kcal/mol.

one.
An isolated molecule of C19H24N4O3S, computed with ωB97M-V/def2-TZVPD.

Structure (XYZ):
```
51
C19H24N4O3S, DFT ωB97M-V/def2-TZVPD
S 0.8227 -4.8852 2.9368
O 0.9025 0.5984 -1.8114
O 2.0997 -0.1867 -0.0368
O 0.4354 -2.3059 2.4187
N -0.4316 -3.6215 0.8826
N -0.0617 0.4533 0.1668
N -1.2321 4.0424 2.6616
N -0.6898 -2.3424 0.5393
C -1.5630 1.8911 2.1328
C 2.4280 -0.9672 -2.8978
C -2.1893 2.7025 1.1369
C -3.3988 3.4842 -0.7627
C -0.1713 -1.5844 1.4452
C 0.2346 -3.5723 1.9956
C 3.1524 1.3848 -2.3520
C 1.1601 -6.3780 0.6168
C -0.1939 -0.0936 1.4958
C 0.2961 -6.2651 1.8554
C -1.9590 4.0497 1.5070
C -0.9947 2.7479 3.0306
C -2.4402 5.1105 0.7500
C -3.1581 4.8089 -0.3865
C 1.9854 0.4899 -2.7677
C -2.9260 2.4293 -0.0164
C 1.3711 0.9830 -4.0783
C 1.0844 0.2350 -0.5362
C -1.4974 0.4005 2.1484
H 2.8097 2.4097 -2.2263
H 0.5267 0.3562 -4.3516
H 3.9237 1.3602 -3.1169
H -2.3418 -0.0175 1.5973
H -3.9705 3.2920 -1.6587
H 1.0442 -5.4900 0.0012
H -3.5471 5.6085 -0.9992
H 0.8504 -7.2446 0.0372
H 3.5735 1.0373 -1.4129
H 1.5727 -1.5959 -3.1361
H -2.2574 6.1335 1.0448
H 2.8646 -1.3103 -1.9641
H -0.9183 4.8572 3.1603
H -0.7449 -6.0805 1.5985
H -0.9029 0.6252 -0.3610
H 3.1669 -1.0577 -3.6892
H 2.1116 0.9489 -4.8717
H 0.3769 -7.1500 2.4855
H 1.0192 2.0046 -3.9621
H -3.1329 1.4111 -0.3140
H 2.2074 -6.4929 0.8863
H -0.4370 2.5246 3.9200
H 0.6723 0.2324 2.0841
H -1.5325 0.0284 3.1742
```

Computed properties:
SMILES string = CCSc1nnc([C@H](Cc2c[nH]c3ccccc23)NC(=O)OC(C)(C)C)o1
HOMO = -8.07 eV
E_LUMO = 0.026 Eh
Orbital gap = 8.8 eV

two.
An isolated molecule of C19H24N4O3S, computed with ωB97M-V/def2-TZVPD.

Structure (XYZ):
```
51
C19H24N4O3S, DFT ωB97M-V/def2-TZVPD
S -0.9894 -2.6505 -1.0170
O -0.3933 0.8127 -4.1920
O 2.2503 -1.1642 -1.2962
O -3.2967 0.6469 1.7914
N 0.6744 1.0194 -2.1774
N -2.1059 -0.8112 0.5295
N 0.1172 -1.3364 0.9778
N 1.1895 -1.7312 -3.1918
C 1.4009 -0.3421 2.7467
C 0.5201 0.5558 -3.4369
C -2.8984 3.8748 1.2117
C 1.6031 -0.4743 -3.8034
C -0.2264 1.7646 -1.4018
C -0.9605 -1.4816 0.2930
C 1.4829 -1.9079 -1.8887
C -1.9514 3.1786 0.2876
C 0.2539 -2.4947 -3.9829
C -2.2336 0.0998 1.5975
C 2.8770 -1.4538 4.4691
C -2.3686 2.7495 -0.9662
C -0.6478 2.8958 0.6771
C 0.2053 2.1928 -0.1500
C -1.0133 0.2492 2.3432
C 1.5419 -1.5038 3.7389
C -1.5234 2.0549 -1.8105
C 0.1066 -0.4446 2.0073
C 0.7919 -3.0351 -1.1466
H -2.3646 4.4950 1.9278
H -0.0753 -3.3907 -3.4685
H 1.4926 0.6958 -1.6693
H -2.9231 -0.9517 -0.0533
H 2.5817 -0.1904 -3.4135
H 2.9737 -0.5249 5.0268
H 1.6456 -0.5981 -4.8851
H 0.8792 -4.0046 -1.6316
H 0.7363 -2.7840 -4.9194
H 3.7007 -1.5168 3.7619
H 2.9588 -2.2832 5.1676
H -3.6024 4.4917 0.6583
H -1.0252 0.9381 3.1712
H 0.7236 -1.4591 4.4612
H -0.6213 -1.8840 -4.2181
H 1.2106 1.9618 0.1735
H -0.2966 3.2254 1.6442
H 1.4522 0.6071 3.2810
H -1.8622 1.7365 -2.7825
H 1.1820 -3.0657 -0.1301
H 1.4559 -2.4446 3.1925
H -3.4649 3.1219 1.7612
H -3.3785 2.9580 -1.2874
H 2.2151 -0.3970 2.0223
```

Computed properties:
SMILES string = CCCc1cc(=O)[nH]c(SCC(=O)N(C)CC(=O)Nc2ccc(C)cc2)n1
HOMO = -8.16 eV
E_LUMO = 0.014 Eh
Orbital gap = 8.5 eV

two ends up most stable, edging out the next structure by 26.1 kcal/mol.